No. 1
Molecular formula: C4H8INS
Method: DFT, the ωB97M-V functional and the def2-TZVPD basis

XYZ file:
```
15
C4H8INS (the ωB97M-V functional and the def2-TZVPD basis)
N 0.069 -1.568 0.413
H 0.371 -1.940 1.268
C -0.332 -2.553 -0.436
C 0.465 -0.238 0.106
H -0.770 0.941 1.486
H -0.514 -2.239 -1.422
H 0.233 -0.431 -1.953
C -0.050 0.280 -1.198
H -1.162 0.326 -1.166
C 0.280 0.692 1.279
S -0.840 -3.947 0.080
H 0.656 1.631 1.137
H 0.457 1.133 -1.436
H 0.676 0.479 2.398
I 2.845 -0.257 -0.001
```

Values from the calculation:
F_max = 3.965 eV Å⁻¹
ΔE to the lowest compared entry with this formula, charge and spin = 46.3 kJ/mol
total energy = -24702.8143 eV
charge = 0
HOMO energy = -8.89 eV
HOMO-LUMO gap = 0.30745 Eh
structure (SMILES) = CC(C)(I)NC=S
spin multiplicity = 1

natural (NBO) atomic charge list, values in e, 8 entries:
1 N -0.6128
2 H 0.4081
3 C -0.1116
4 C 0.2479
5 H 0.2237
6 H 0.1901
7 H 0.2262
8 C -0.6726

***

No. 2
Molecular formula: C4H8MgO
Method: DFT, the ωB97M-V functional and the def2-TZVPD basis

XYZ file:
```
14
C4H8MgO (the ωB97M-V functional and the def2-TZVPD basis)
H 0.283 0.348 1.453
H -1.140 -0.813 -0.890
O 1.586 -0.832 -0.426
C 0.773 0.178 -1.037
H -1.035 1.877 0.596
H 0.654 0.029 -2.124
C -0.603 0.038 -0.460
H 0.760 -1.004 0.771
H -2.483 0.716 0.431
C -0.600 -0.238 1.183
H -1.237 -0.860 1.812
H 1.166 1.170 -0.765
C -1.404 0.863 0.430
Mg 3.281 -1.472 -0.975
```

Values from the calculation:
F_max = 3.455 eV Å⁻¹
ΔE to the lowest compared entry with this formula, charge and spin = 126.6 kJ/mol
total energy = -11748.3920 eV
charge = +2
HOMO energy = -18.55 eV
HOMO-LUMO gap = 0.24323 Eh
spin multiplicity = 1

natural (NBO) atomic charge list, values in e, 8 entries:
1 H 0.2629
2 H 0.2516
3 O -1.0748
4 C -0.1211
5 H 0.2560
6 H 0.2420
7 C -0.1429
8 H 0.5125

***

No. 3
Molecular formula: C4H8MgO3Ru
Method: DFT, the ωB97M-V functional and the def2-TZVPD basis

XYZ file:
```
17
C4H8MgO3Ru (the ωB97M-V functional and the def2-TZVPD basis)
H 0.179 2.426 0.351
H -1.361 1.363 2.122
H 0.006 1.047 -2.036
H -1.026 1.206 -0.189
H 0.322 1.201 2.569
Ru 0.916 -1.346 0.626
Mg -1.205 -2.235 2.143
O -0.659 -2.520 0.338
H 0.573 -1.422 -2.918
C -0.414 0.892 1.808
O 0.905 0.572 -0.227
O -0.473 -0.499 1.833
C 0.427 -1.061 -1.894
H 1.722 0.689 -2.144
C -0.105 1.365 0.399
C 0.785 0.365 -1.654
H -0.593 -2.043 -1.126
```

Values from the calculation:
F_max = 3.097 eV Å⁻¹
ΔE to the lowest compared entry with this formula, charge and spin = 254.9 kJ/mol
total energy = -18421.8085 eV
charge = +2
HOMO energy (alpha / beta) = -16.27 / -18.01 eV
expectation value of S² = 12.02
HOMO-LUMO gap (alpha / beta) = 0.23328 / 0.26641 Eh
spin multiplicity = 7

natural (NBO) atomic charge list, values in e, 8 entries:
1 H 0.2545
2 H 0.2353
3 H 0.2520
4 H 0.2031
5 H 0.2089
6 Ru 1.6353
7 Mg 1.9039
8 O -1.2001

***

No. 4
Molecular formula: C4H8MgO3Sc
Method: DFT, the ωB97M-V functional and the def2-TZVPD basis

XYZ file:
```
17
C4H8MgO3Sc (the ωB97M-V functional and the def2-TZVPD basis)
H -0.905 -2.057 0.342
O 2.014 -0.478 0.199
H -2.512 2.303 -1.097
H -2.585 0.338 0.749
H -0.207 -1.285 -1.132
O -0.569 -0.011 0.428
H -0.709 2.374 -0.668
Sc 1.069 1.296 0.638
H 1.278 -1.891 1.489
C -1.837 0.452 -0.059
H -2.169 -0.200 -0.883
H 1.598 -2.483 -0.144
Mg 3.609 0.585 0.271
O 2.578 2.126 -0.015
C -0.184 -1.315 -0.030
C -1.706 1.855 -0.510
C 1.237 -1.609 0.423
```

Values from the calculation:
F_max = 2.297 eV Å⁻¹
ΔE to the lowest compared entry with this formula, charge and spin = 0.0 kJ/mol
total energy = -36549.0248 eV
charge = +2
HOMO energy (alpha / beta) = -16.45 / -18.85 eV
expectation value of S² = 0.75
HOMO-LUMO gap (alpha / beta) = 0.25689 / 0.34482 Eh
spin multiplicity = 2

natural (NBO) atomic charge list, values in e, 8 entries:
1 H 0.2440
2 O -1.0427
3 H 0.2590
4 H 0.2536
5 H 0.2092
6 O -0.6352
7 H 0.1384
8 Sc 1.9671

***

No. 5
Molecular formula: C4H8N2
Method: DFT, the ωB97M-V functional and the def2-TZVPD basis

XYZ file:
```
14
C4H8N2 (the ωB97M-V functional and the def2-TZVPD basis)
N -0.893 0.560 0.968
H -0.563 1.120 -1.113
H 0.959 -1.107 1.306
H -1.075 1.548 1.114
H 0.677 -1.116 -1.607
H -2.195 -1.073 0.371
C -1.912 -0.057 0.115
C 0.636 -0.582 -0.658
N 1.400 -1.231 0.397
C -0.580 0.273 -0.426
H 1.645 0.924 0.524
H -2.734 0.579 -0.216
C 1.851 0.060 -0.111
H 2.783 0.104 -0.666
```

Values from the calculation:
F_max = 0.323 eV Å⁻¹
ΔE to the lowest compared entry with this formula, charge and spin = 220.7 kJ/mol
total energy = -7255.5881 eV
charge = 0
HOMO energy = -9.32 eV
HOMO-LUMO gap = 0.38150 Eh
structure (SMILES) = C1N[C@H]1[C@H]1CN1
spin multiplicity = 1

natural (NBO) atomic charge list, values in e, 8 entries:
1 N -0.6093
2 H 0.1925
3 H 0.3666
4 H 0.3556
5 H 0.2036
6 H 0.2021
7 C -0.2549
8 C -0.1053

***

No. 6
Molecular formula: C4H8N2
Method: DFT, the ωB97M-V functional and the def2-TZVPD basis

XYZ file:
```
14
C4H8N2 (the ωB97M-V functional and the def2-TZVPD basis)
C -0.515 -0.788 -1.694
C 0.788 -0.604 -1.373
H 1.272 0.319 -1.677
H -1.074 -1.371 1.508
H -1.567 -0.671 -0.178
N -1.676 -0.881 -1.397
H 1.789 1.369 0.348
H -1.491 0.430 1.332
H 0.659 1.643 1.681
H 0.097 1.833 0.008
H 1.426 -1.479 -1.298
N 0.414 -0.183 0.699
C 0.751 1.241 0.666
C -0.860 -0.414 1.027
```

Values from the calculation:
F_max = 0.722 eV Å⁻¹
ΔE to the lowest compared entry with this formula, charge and spin = 373.3 kJ/mol
total energy = -7254.0068 eV
charge = 0
HOMO energy = -8.87 eV
HOMO-LUMO gap = 0.35306 Eh
spin multiplicity = 1

natural (NBO) atomic charge list, values in e, 8 entries:
1 C 0.3159
2 C -0.4472
3 H 0.2366
4 H 0.2105
5 H 0.3012
6 N -0.4852
7 H 0.1991
8 H 0.1917

***

No. 7
Molecular formula: C4H8N2
Method: DFT, the ωB97M-V functional and the def2-TZVPD basis

XYZ file:
```
14
C4H8N2 (the ωB97M-V functional and the def2-TZVPD basis)
H 2.002 -1.785 0.421
H -1.303 -1.457 1.485
H -0.851 1.375 -0.620
C 1.074 0.259 -0.250
C -1.191 -1.253 0.513
C 0.248 1.478 -0.695
C 0.253 -0.853 0.325
H -1.757 -0.462 0.289
N 1.154 -1.939 0.018
H 0.441 2.443 -0.168
H 2.071 0.613 -0.019
H -1.439 -2.076 -0.014
N 0.920 -0.986 -1.030
H 0.486 1.645 -1.762
```

Values from the calculation:
F_max = 4.207 eV Å⁻¹
ΔE to the lowest compared entry with this formula, charge and spin = 390.1 kJ/mol
total energy = -7253.8321 eV
charge = 0
HOMO energy = -9.62 eV
HOMO-LUMO gap = 0.39516 Eh
structure (SMILES) = C[C@@H]1N2N[C@@]12C
spin multiplicity = 1

natural (NBO) atomic charge list, values in e, 8 entries:
1 H 0.3190
2 H 0.2114
3 H 0.2142
4 C -0.0907
5 C -0.6009
6 C -0.6427
7 C 0.2060
8 H 0.2060

***

No. 8
Molecular formula: C4H8N2
Method: DFT, the ωB97M-V functional and the def2-TZVPD basis

XYZ file:
```
14
C4H8N2 (the ωB97M-V functional and the def2-TZVPD basis)
N -1.419 -0.845 -1.755
H 1.598 1.191 -1.525
H 0.208 1.644 0.381
N -1.360 -0.190 1.555
H -1.955 -1.007 1.676
H 1.464 0.711 1.208
H 2.062 -0.426 -0.951
C -0.297 -0.455 0.623
C -0.717 -0.667 -0.841
H 0.123 -0.163 -1.941
H 0.237 -1.359 0.941
C 1.275 0.331 -0.971
H -1.941 0.562 1.196
C 0.721 0.674 0.404
```

Values from the calculation:
F_max = 4.862 eV Å⁻¹
ΔE to the lowest compared entry with this formula, charge and spin = 353.7 kJ/mol
total energy = -7254.2099 eV
charge = 0
HOMO energy = -8.70 eV
HOMO-LUMO gap = 0.35514 Eh
spin multiplicity = 1

natural (NBO) atomic charge list, values in e, 8 entries:
1 N -0.3957
2 H 0.2184
3 H 0.2076
4 N -0.7931
5 H 0.3710
6 H 0.2286
7 H 0.2072
8 C -0.1139

***

No. 9
Molecular formula: C4H8N2
Method: DFT, the ωB97M-V functional and the def2-TZVPD basis

XYZ file:
```
14
C4H8N2 (the ωB97M-V functional and the def2-TZVPD basis)
H 1.167 -2.178 -0.831
H -1.665 -1.749 -0.720
C -0.802 -1.200 -0.372
H -0.582 0.034 1.419
H -2.445 1.243 0.038
H 2.729 -0.697 0.531
C -0.654 0.090 0.331
H -1.007 2.213 0.342
N 0.916 -0.108 -0.154
C 0.541 -1.338 -0.532
H -1.241 1.459 -1.246
C -1.371 1.318 -0.170
N 2.002 -0.007 0.713
H 2.412 0.921 0.650
```

Values from the calculation:
F_max = 3.060 eV Å⁻¹
ΔE to the lowest compared entry with this formula, charge and spin = 300.0 kJ/mol
total energy = -7254.7662 eV
charge = 0
HOMO energy = -7.36 eV
HOMO-LUMO gap = 0.31382 Eh
structure (SMILES) = C[C@H]1C=CN1N
spin multiplicity = 1

natural (NBO) atomic charge list, values in e, 8 entries:
1 H 0.1943
2 H 0.2124
3 C -0.3396
4 H 0.2099
5 H 0.2207
6 H 0.3555
7 C -0.0421
8 H 0.2132

***

No. 10
Molecular formula: C4H8N2
Method: DFT, the ωB97M-V functional and the def2-TZVPD basis

XYZ file:
```
14
C4H8N2 (the ωB97M-V functional and the def2-TZVPD basis)
C -1.602 0.028 -0.734
H 2.369 -0.007 -0.800
H -1.698 1.092 -0.993
N -0.212 -0.296 -0.516
N -2.568 -1.444 1.161
C -2.371 -0.572 0.419
H 0.264 0.740 1.315
H -0.212 -1.202 -0.059
C 0.605 0.624 0.271
H 2.089 -0.893 0.707
C 2.036 0.097 0.238
H 0.561 1.618 -0.192
H 2.727 0.758 0.768
H -1.988 -0.543 -1.584
```

Values from the calculation:
F_max = 1.442 eV Å⁻¹
ΔE to the lowest compared entry with this formula, charge and spin = 92.3 kJ/mol
total energy = -7256.9183 eV
charge = 0
HOMO energy = -9.53 eV
HOMO-LUMO gap = 0.38430 Eh
structure (SMILES) = CCNCC#N
spin multiplicity = 1

natural (NBO) atomic charge list, values in e, 8 entries:
1 C -0.3045
2 H 0.2157
3 H 0.2346
4 N -0.5978
5 N -0.3356
6 C 0.2393
7 H 0.1719
8 H 0.3658

***

No. 11
Molecular formula: C4H8N2
Method: DFT, the ωB97M-V functional and the def2-TZVPD basis

XYZ file:
```
14
C4H8N2 (the ωB97M-V functional and the def2-TZVPD basis)
N -0.067 3.176 -0.226
H 2.104 -0.720 1.206
H -1.622 -2.407 0.754
C 1.657 -0.111 0.416
H -0.173 -0.069 1.320
C -0.203 2.040 -0.394
N 0.195 -0.279 0.396
H -1.814 -1.953 -0.906
H 2.079 -0.432 -0.542
C -1.988 -1.573 0.129
H -1.514 0.412 -0.522
C -0.437 0.596 -0.582
H -0.093 0.301 -1.579
H 1.954 0.938 0.580
```

Values from the calculation:
F_max = 1.068 eV Å⁻¹
ΔE to the lowest compared entry with this formula, charge and spin = 496.6 kJ/mol
total energy = -7252.7280 eV
charge = 0
HOMO energy = -9.46 eV
HOMO-LUMO gap = 0.32464 Eh
spin multiplicity = 1

natural (NBO) atomic charge list, values in e, 8 entries:
1 N -0.3197
2 H 0.2122
3 H 0.0935
4 C -0.4244
5 H 0.3795
6 C 0.2522
7 N -0.5755
8 H 0.0881

***

No. 12
Molecular formula: C4H8N2
Method: DFT, the ωB97M-V functional and the def2-TZVPD basis

XYZ file:
```
14
C4H8N2 (the ωB97M-V functional and the def2-TZVPD basis)
H -0.961 2.099 -0.057
H 0.568 1.573 0.649
N 2.615 0.895 0.370
C 0.802 -0.379 -1.000
H -2.076 -0.795 0.716
H 0.867 -0.117 -2.067
C 1.937 0.238 -0.298
H -0.918 1.082 1.409
C -0.457 1.259 0.431
H -0.479 -1.417 1.189
C -1.091 -1.080 0.334
H -1.239 -1.920 -0.352
H 0.915 -1.471 -0.943
N -0.483 0.033 -0.382
```

Values from the calculation:
F_max = 1.111 eV Å⁻¹
ΔE to the lowest compared entry with this formula, charge and spin = 123.3 kJ/mol
total energy = -7256.5979 eV
charge = 0
HOMO energy = -9.06 eV
HOMO-LUMO gap = 0.36508 Eh
structure (SMILES) = CN(C)CC#N
spin multiplicity = 1

natural (NBO) atomic charge list, values in e, 8 entries:
1 H 0.1990
2 H 0.2153
3 N -0.3302
4 C -0.3246
5 H 0.2089
6 H 0.2343
7 C 0.2703
8 H 0.1968